(1)
{"formula": "C11H13Al2BrCaClF4K2N5O8P2", "method": "ωB97M-V/def2-TZVPD", "species": ["H", "N", "H", "P", "C", "H", "C", "C", "O", "F", "K", "C", "O", "O", "C", "H", "Cl", "H", "Br", "H", "C", "O", "C", "H", "H", "H", "C", "O", "Ca", "F", "N", "N", "N", "Al", "N", "F", "O", "K", "F", "P", "H", "H", "O", "O", "C", "C", "Al", "H", "H", "C"], "positions_angstrom": [[-0.2806, 4.7535, -0.5168], [4.2718, 2.0446, 1.9462], [0.2326, 3.9309, -2.1339], [5.1718, -5.1503, 0.0006], [-2.1707, -1.4355, 1.0160], [-2.4282, 3.8122, -0.7990], [-2.1208, -1.3218, -0.6267], [1.5483, 1.5110, -0.9824], [3.6578, 2.9797, 1.4065], [-5.1290, 0.8033, 4.1268], [-2.0282, -1.9084, -3.3303], [2.3929, -0.4773, -2.1757], [6.0215, -4.7886, -1.2285], [5.1189, 1.4040, 1.3018], [-1.9310, 0.1990, -1.2566], [-1.9198, 0.2819, -2.4475], [0.3718, 0.8497, 2.0278], [-2.0592, -0.1457, 3.1803], [-3.9385, 2.5295, -4.2325], [-1.7332, 2.3867, 1.9989], [-2.0311, -0.0946, 2.0015], [3.7075, -4.7575, -0.2550], [-0.1591, 3.6870, -1.0384], [1.8818, -2.7049, -3.7128], [3.7198, -2.9821, -2.2276], [1.9063, 3.5733, -0.0798], [-1.8423, 1.4016, 1.3338], [3.9453, -1.5673, -4.3387], [-0.8282, -3.1360, 0.7008], [-4.6761, -2.0050, 3.3795], [1.5264, 1.6346, -2.4095], [1.9832, 0.4539, -0.1189], [1.9474, 0.5690, -3.0407], [-5.9282, -0.7709, 3.7706], [2.4571, -0.5878, -0.7526], [-6.8692, -1.3057, 5.2100], [5.6986, -4.3913, 1.2297], [-5.1385, -1.1562, 6.9165], [-7.0385, -0.5762, 2.3660], [3.0411, -2.0608, -3.1208], [-2.2006, -2.2453, -1.3711], [-1.8656, 2.7897, -2.2794], [4.0388, 1.7499, 3.1302], [5.2597, -6.6638, 0.2571], [-1.6383, 2.9853, -1.1242], [-1.7861, 1.5700, -0.3098], [-1.4282, 1.3830, -3.6389], [-2.3316, -2.5144, 1.4850], [0.6432, 2.6085, 0.9338], [0.9568, 2.8556, -0.1710]], "forces_ev_per_a": [[0.23, -2.44, -1.06], [0.58, -0.74, 0.25], [-0.80, -0.71, 2.38], [-0.52, 0.35, -0.28], [-0.16, 4.31, 0.88], [1.37, -2.18, -0.72], [1.00, 2.90, 0.64], [-1.07, 2.43, 1.43], [-0.76, 0.74, -0.56], [-0.76, -2.39, 0.12], [0.06, 0.03, -1.98], [0.16, -1.09, -0.38], [-0.47, -0.59, 0.39], [-0.04, -0.04, -0.21], [-0.31, -0.09, 5.31], [-0.51, -0.95, 3.77], [-1.70, -0.86, 0.98], [-0.10, -0.10, -2.86], [1.63, -0.91, 0.48], [-0.77, -2.57, -1.49], [-0.21, -0.67, -3.45], [0.11, 0.35, -0.03], [0.50, 0.65, 0.35], [0.20, 0.16, 0.94], [-0.91, 0.60, -0.08], [-1.88, -1.70, -0.10], [1.76, -2.15, -2.08], [-2.92, -1.64, 3.86], [3.85, -0.89, -1.12], [-1.21, 1.44, 0.94], [0.03, -1.30, 4.13], [-0.23, 2.18, -3.47], [1.16, -2.91, 3.02], [-0.96, 0.62, -2.22], [-0.94, 1.26, -3.71], [1.36, 0.54, -1.27], [-0.37, -0.82, -0.25], [0.07, 0.11, 0.20], [1.75, -0.39, 2.21], [3.40, 2.81, -4.12], [-0.47, 1.86, 3.24], [-0.07, 0.50, 2.43], [-0.25, -0.01, 0.30], [0.58, 0.86, 0.03], [0.22, 0.15, 0.35], [-1.08, -3.78, -0.63], [-0.42, 2.35, -2.87], [-2.30, 3.44, 0.31], [0.76, 0.66, -2.83], [1.42, 0.59, -1.17]], "homo_lumo_gap_ha": 0.0690, "spin_multiplicity": 1}

---

(2)
{"formula": "C11H13BeCl", "method": "ωB97M-V/def2-TZVPD", "species": ["C", "H", "C", "H", "C", "H", "C", "C", "C", "H", "H", "C", "C", "Cl", "Be", "H", "H", "H", "H", "H", "H", "C", "H", "H", "C", "C"], "positions_angstrom": [[1.0420, 1.2808, 1.3770], [1.6561, 0.7777, -2.5523], [1.6850, -2.0604, -0.7179], [-2.2849, 1.1491, 2.3090], [-1.6037, 1.3759, 0.1312], [2.9637, -1.4208, 1.0183], [1.2536, -1.3468, -1.8823], [1.8071, -0.0292, -1.8254], [-2.2433, 0.7566, 1.2851], [1.9681, 0.8085, 1.7725], [-1.6516, 0.8473, -2.0461], [-2.9045, -0.3965, -0.6346], [-1.9684, 0.6162, -1.0264], [-0.4691, -1.3843, 2.2362], [-0.2864, 0.2007, 1.2452], [1.2155, 1.7248, 0.3820], [3.1046, 0.9606, -0.2807], [-3.6522, -0.9809, 1.3572], [1.4445, -3.0926, -0.4578], [0.7967, 2.1357, 2.0538], [0.6344, -1.7388, -2.6886], [2.5157, -1.1861, 0.0538], [-1.0998, 2.3392, 0.0622], [-3.4498, -1.0927, -1.2957], [2.5989, 0.0604, -0.6319], [-3.0720, -0.3044, 0.7562]], "forces_ev_per_a": [[0.24, 0.83, 0.66], [-0.01, -0.31, 0.26], [0.39, 0.82, -0.38], [0.16, -0.21, -0.51], [-0.93, -0.91, -0.44], [-0.15, 0.07, -0.16], [0.61, 0.19, 0.62], [0.52, -0.60, 0.61], [-0.99, 0.29, -1.47], [-0.52, 0.40, -0.35], [0.03, -0.20, 0.42], [0.30, 0.77, 0.15], [-0.70, 0.16, 0.63], [0.22, -1.33, 0.76], [0.11, 0.61, -0.21], [0.16, -0.17, 0.53], [-0.11, -0.36, -0.12], [-0.08, -0.18, 0.18], [-0.07, 0.31, -0.06], [-0.07, -0.22, -0.07], [-0.01, 0.07, 0.23], [-0.24, 0.09, -1.07], [0.11, -0.46, 0.31], [0.61, 0.31, 0.40], [-0.13, -0.85, -0.91], [0.57, 0.89, 0.01]], "total_charge": -2, "homo_lumo_gap_ha": 0.1897, "spin_multiplicity": 1}

---

(3)
{"formula": "C11H13Br9F6O4", "method": "ωB97M-V/def2-TZVPD", "species": ["Br", "H", "F", "C", "O", "C", "Br", "C", "C", "O", "H", "H", "H", "Br", "Br", "C", "F", "O", "H", "H", "F", "H", "Br", "C", "C", "Br", "F", "Br", "O", "C", "Br", "C", "H", "H", "F", "F", "Br", "C", "H", "C", "H", "H", "H"], "positions_angstrom": [[-4.7791, 1.6908, 4.4236], [-1.3780, 1.2873, -2.6913], [0.7705, 1.0328, 2.7374], [2.9363, -1.1085, -1.7049], [-0.5011, 2.3143, 0.4760], [-4.2480, 1.6456, 2.5684], [-5.6098, 0.7822, 1.5036], [1.2322, 1.0186, 1.4931], [-1.8293, -2.9305, 0.7912], [1.5904, 3.1332, 0.5062], [-0.5926, -0.5345, -4.1622], [-0.8266, -1.7246, -2.9441], [3.0575, 4.7017, -1.0513], [-2.2853, -3.7068, 2.4956], [1.4940, -4.5887, 0.7776], [-1.2677, 0.2769, -2.3044], [3.0901, 0.1532, -1.2938], [0.8321, -2.2522, -1.2886], [-0.8188, 0.3521, -1.3125], [-2.2675, -0.1295, -2.1427], [0.8177, -0.1015, 0.9039], [-3.3692, 1.0213, 2.5121], [-0.8698, -6.6718, 0.9829], [2.3340, 5.2162, -0.4132], [-0.4440, -0.7169, -3.0940], [-2.1870, -1.0414, 0.7908], [3.6182, -1.2603, -2.8521], [-2.7524, -3.7715, -0.6810], [0.9389, -0.5792, -2.7806], [0.6375, -5.9082, 1.9111], [-3.8014, 3.3826, 1.9170], [1.1484, 4.3095, -0.1705], [0.3477, 4.8042, 0.3871], [0.6684, 4.0784, -1.1273], [2.5723, 1.0151, 1.5309], [3.4658, -1.9161, -0.7913], [1.8975, -7.2570, 2.4253], [0.6595, 2.2299, 0.7380], [0.2409, -5.3761, 2.7616], [1.4355, -1.4306, -1.9000], [2.8019, 5.5772, 0.4969], [-0.7728, -3.0724, 0.6109], [2.0132, 6.0553, -1.0352]], "forces_ev_per_a": [[0.06, 0.03, -0.04], [0.32, -0.08, -0.37], [-0.07, -0.05, 0.39], [0.17, -0.30, -0.05], [-0.39, -0.13, -0.17], [-0.26, -0.29, 0.16], [0.10, 0.13, 0.00], [0.45, 0.08, -0.24], [-0.21, 0.06, -0.14], [0.11, -0.15, -0.08], [0.61, 0.07, 0.04], [0.46, -0.11, 0.42], [0.15, -0.09, 0.35], [0.01, 0.10, -0.06], [-0.08, -0.02, 0.17], [-0.15, -0.22, 0.89], [-0.03, 0.06, -0.01], [0.01, -0.62, 0.32], [-0.15, 0.12, 0.01], [-0.01, 0.07, -0.10], [0.16, -0.21, -0.10], [0.08, 0.01, -0.02], [0.09, -0.19, 0.04], [-0.05, -0.22, -0.67], [-1.48, 0.45, -0.89], [-0.06, -0.05, 0.13], [-0.17, 0.02, 0.19], [0.01, 0.00, 0.11], [0.46, -0.23, -0.46], [0.05, 0.08, -0.65], [0.03, 0.12, -0.09], [-0.48, 1.08, -0.56], [0.24, -0.14, 0.35], [0.23, -0.47, 0.09], [-0.40, -0.07, 0.04], [-0.02, 0.01, -0.03], [-0.07, 0.02, 0.22], [0.27, 0.23, 0.22], [0.12, -0.11, 0.23], [-0.04, 0.87, -0.10], [0.04, -0.02, 0.05], [0.04, 0.02, 0.07], [-0.14, 0.13, 0.32]], "homo_lumo_gap_ha": 0.3700, "spin_multiplicity": 1}

---

(4)
{"formula": "C11H13BrN", "method": "ωB97M-V/def2-TZVPD", "species": ["H", "H", "H", "H", "H", "C", "H", "H", "Br", "C", "C", "H", "H", "H", "C", "H", "C", "H", "C", "C", "C", "C", "C", "N", "C", "H"], "positions_angstrom": [[-0.5941, -1.8994, -1.4133], [-1.2340, -3.5595, -0.9527], [0.2564, -2.8484, -0.2206], [-3.4941, -1.6454, 1.0938], [-3.0890, -2.9645, 0.0501], [2.5667, 0.0232, -0.1772], [1.4829, 3.6603, 0.0884], [-1.1952, -1.9673, 1.4366], [3.0870, -1.7973, -0.0598], [1.7331, 2.6803, -0.1342], [-2.9774, -1.9567, 0.2440], [3.9404, 3.1591, 0.0000], [-0.7562, 2.5612, 1.1774], [-3.2902, -1.4162, -0.5742], [1.2325, 0.4266, 0.0329], [-2.6558, 0.8396, 0.3927], [3.0651, 2.3835, -0.1277], [-1.1651, 2.6884, -0.6155], [-1.0214, -0.3797, 0.3306], [-1.6196, 0.7995, 0.2458], [3.5181, 1.0644, -0.2783], [-0.7377, -2.5702, -0.6116], [0.7273, 1.7062, -0.0685], [-1.5289, -1.8155, 0.4479], [-0.7590, 2.0214, 0.2091], [4.5081, 0.8063, -0.5156]], "forces_ev_per_a": [[-0.04, 0.57, -0.97], [0.42, 1.86, 0.78], [-0.52, 0.38, 0.00], [-0.85, 0.42, 1.44], [-0.85, -2.10, -0.18], [-0.89, 0.52, 0.67], [-0.71, 1.95, -0.08], [-0.71, -0.84, -1.26], [-0.13, 0.36, -0.19], [-0.21, -0.58, 0.86], [1.28, -0.19, 1.02], [-2.29, -1.24, -0.51], [-0.48, -0.16, -0.54], [-0.41, 1.31, -1.92], [-2.27, -0.50, -0.63], [-1.54, 0.56, -0.06], [3.18, 0.28, -0.41], [0.56, -0.44, 1.12], [2.92, 0.74, -0.73], [1.83, -1.92, 0.91], [-2.49, -0.54, 0.20], [0.06, -2.67, 0.83], [0.08, -1.14, 0.70], [2.20, 2.50, 0.11], [0.62, 1.03, -1.30], [1.25, -0.17, 0.13]], "total_charge": 1, "homo_lumo_gap_ha": 0.3036, "spin_multiplicity": 1}

---

(5)
{"formula": "C11H13ClOOs", "method": "ωB97M-V/def2-TZVPD", "species": ["Os", "Cl", "C", "C", "H", "H", "H", "H", "C", "C", "H", "C", "C", "H", "C", "H", "H", "H", "H", "H", "C", "C", "C", "C", "H", "O", "H"], "positions_angstrom": [[-1.3828, -0.5906, 0.3615], [-0.2905, -2.4598, 0.8176], [-2.2934, 0.9721, -0.7434], [3.5606, 0.1666, 0.3697], [-1.2513, 0.0035, -2.5226], [-3.7128, 0.9327, 1.0495], [0.9052, -0.0459, 2.5153], [-4.0103, -1.6914, 0.4554], [-3.4117, -0.9896, -0.1192], [-0.1619, 0.2487, 2.5486], [-2.5080, -2.2342, -1.7994], [-2.6113, -1.2871, -1.2633], [2.9651, 1.3936, -0.0463], [1.4485, 1.8115, -1.6525], [2.4885, -0.2267, -1.6231], [-0.3146, 1.0598, 3.2846], [-1.9745, 2.0209, -0.7734], [-0.7722, -0.6599, 2.7414], [2.0618, -0.7635, -2.4688], [3.0710, 2.3629, 0.4549], [-1.8882, -0.0831, -1.6310], [-3.2521, 0.4156, 0.2162], [3.4154, -0.7777, -0.6819], [2.1807, 1.1202, -1.2115], [4.3503, 0.1271, 1.1092], [-0.5490, 0.9141, 1.3604], [3.9375, -1.7399, -0.7481]], "forces_ev_per_a": [[4.30, 0.77, 2.96], [0.78, -1.51, 0.15], [-1.61, 0.00, -0.43], [1.30, 0.26, -1.06], [-0.38, 0.06, 0.65], [0.09, -0.12, -0.21], [-0.43, 0.08, 0.01], [0.07, 0.20, -0.26], [-1.86, 0.86, 0.11], [0.54, 1.07, 0.79], [-0.02, 0.32, 0.53], [0.12, 0.56, -0.73], [-0.03, -1.14, 0.89], [0.54, -0.52, 0.10], [-1.53, 3.10, -0.16], [0.16, -0.90, 0.50], [0.09, -0.75, 0.18], [0.30, 0.65, 0.38], [0.09, 0.26, 0.24], [-0.11, -0.54, -0.23], [-0.75, 0.47, -2.16], [-0.97, -0.17, -1.49], [0.28, 0.71, 1.89], [0.01, -2.48, -1.80], [-0.25, -0.18, 0.16], [-0.31, -1.57, -1.01], [-0.40, 0.49, 0.03]], "s_squared": 6.03, "homo_lumo_gap_ha": [0.2573, 0.2330], "spin_multiplicity": 5}

---

(6)
{"formula": "C11H13F6NOZr", "method": "ωB97M-V/def2-TZVPD", "species": ["C", "F", "C", "C", "H", "C", "H", "F", "H", "F", "C", "C", "N", "H", "F", "C", "H", "H", "H", "Zr", "O", "H", "C", "H", "H", "C", "C", "F", "H", "H", "H", "F", "C"], "positions_angstrom": [[2.3571, 0.6311, -0.3854], [-3.7528, 1.2230, 3.2444], [-0.2884, -2.3158, -0.9985], [-3.8976, -0.2750, 0.6066], [1.0186, -1.3233, -2.4085], [-2.2938, -1.1369, 2.2901], [3.0303, 0.7382, -1.2494], [-1.5755, 1.4817, 3.0404], [-3.2134, -1.4083, 2.8469], [-4.9804, -0.5163, 1.4099], [-2.5678, 0.0525, 1.3931], [1.1243, -0.2941, 1.3532], [-0.3715, 2.7699, -0.9184], [2.0538, 2.7639, 0.2926], [-2.9516, 2.4478, 1.5963], [1.9561, -0.5989, 0.2335], [-1.3157, -2.6504, -0.7983], [0.5472, 1.6862, 2.2568], [0.5131, -2.9897, -0.6681], [-0.0581, 0.5997, -0.7607], [-1.5410, 0.2698, 0.4437], [2.2979, -1.6023, -0.0489], [1.0463, 1.1326, 1.4609], [0.7493, -1.0139, 2.0810], [-0.8492, -1.0796, -2.6585], [1.8414, 1.6994, 0.4221], [-2.7433, 1.3326, 2.3248], [-4.2135, 0.7170, -0.2540], [-0.3783, 3.7357, -1.3700], [-1.9623, -1.9841, 1.6696], [-1.4834, -0.8950, 2.9954], [-3.6576, -1.4228, -0.1129], [-0.0075, -1.4027, -2.0017]], "forces_ev_per_a": [[0.26, 0.12, 0.45], [0.97, -0.06, -1.01], [0.48, 0.16, -2.57], [0.31, 0.37, -0.14], [-0.58, 0.10, 0.37], [0.22, -0.48, 0.46], [-0.43, -0.05, 0.56], [-1.24, 0.10, -0.59], [0.64, 0.07, -0.22], [1.18, 0.26, -0.88], [0.13, 0.50, -0.47], [1.14, 0.16, -0.46], [0.31, -3.81, -1.79], [-0.35, -0.64, -0.10], [0.20, -0.92, 0.83], [-0.01, -0.15, 0.56], [0.42, 0.64, 0.20], [0.08, -0.22, -0.58], [-0.30, 0.75, 0.46], [-0.09, 7.98, 2.52], [-2.94, -0.95, 1.44], [-0.27, 0.57, 0.05], [0.71, -0.34, -0.43], [-0.11, 0.25, -0.45], [0.52, 0.05, 0.56], [0.30, -0.32, 0.05], [0.38, 0.23, -0.38], [0.02, -1.02, 0.59], [0.15, -1.79, 0.94], [-0.24, 0.29, 0.26], [-0.40, -0.12, -0.23], [-0.52, 0.91, 0.35], [-0.93, -2.62, -0.36]], "homo_lumo_gap_ha": [0.1898, 0.1792], "spin_multiplicity": 1}

---

| no. | DFT total energy (Eh) | F_max (eV/A) |
| --- | --- | --- |
| 1 | -7780.74019 | 6.03 |
| 2 | -901.85672 | 1.79 |
| 3 | -24493.23655 | 1.79 |
| 4 | -3055.28753 | 3.33 |
| 5 | -1052.84001 | 5.27 |
| 6 | -1203.11061 | 8.37 |